Below is the ion C3H6NS2 with charge +1, with properties calculated with ωB97M-V/def2-TZVPD.

Structure (ORCA input):
```
! wB97M-V def2-TZVPD RIJCOSX def2/J DEFGRID3
* xyz 1 1
C -1.46882 0.38376 -0.10399
C -0.59480 1.39397 -0.33669
C 1.54467 -0.14665 -0.34206
N -1.33230 -0.52989 0.84833
S 1.02547 1.34470 0.34789
S 2.99067 -0.80878 0.13605
H -2.36749 0.23515 -0.76273
H -0.75622 2.16496 -1.05094
H 0.69532 -0.64303 -0.86010
H -0.55614 -0.29910 1.41136
H -2.03159 -1.16184 1.11382
H 2.85121 -1.93326 -0.40095
*
```

Values from the calculation:
* LUMO energy: -5.91 eV
* HOMO level: -12.961 eV
* orbital gap: 7.05 eV

=====

Below is the molecule C6H6O, with properties calculated with ωB97M-V/def2-TZVPD.

Structure (ORCA input):
```
! wB97M-V def2-TZVPD RIJCOSX def2/J DEFGRID3
* xyz 0 1
C -1.76089 -1.17174 -1.40256
C -1.20327 -0.02386 -1.14902
C -0.47513 1.01934 -0.81920
C 0.65898 0.73223 0.03796
C 1.79928 0.97824 0.62985
C 1.13348 -0.30740 0.96534
O 0.46838 -0.52651 2.18899
H -2.55951 -1.57178 -0.78463
H -1.40397 -1.77199 -2.23535
H -0.68781 2.02882 -1.16235
H 2.62991 1.65314 0.77897
H 1.51486 -1.26993 0.62004
H -0.11431 0.23146 2.33195
*
```

Values from the calculation:
* LUMO energy: 0.87 eV
* SMILES: C=C=CC1=C[C@H]1O
* HOMO level: -9.107 eV
* orbital gap: 9.98 eV

=====

Below is a cluster of 13 separate species, C4H32NO14S in total, with properties calculated with ωB97M-V/def2-TZVPD.

Structure (ORCA input):
```
! wB97M-V def2-TZVPD RIJCOSX def2/J DEFGRID3
* xyz -1 1
C -2.41156 0.01184 -0.45784
N -1.43133 1.08486 -0.69314
C -0.33573 1.09469 0.28167
C 0.65838 2.20205 -0.10074
S 0.98800 3.38506 1.25738
C 0.38265 -0.25964 0.41984
O 0.51634 -1.00607 -0.58691
O 0.77984 -0.61611 1.56206
H -3.27370 0.26953 -1.07845
H -2.73755 0.00282 0.57880
H -2.07631 -0.97437 -0.77526
H -1.06216 0.96200 -1.63521
H -0.80228 1.30929 1.23780
H 1.59563 1.84401 -0.51478
H 0.21445 2.81728 -0.88404
H 2.06267 2.78158 1.79684
H 1.44337 -0.20012 -2.00197
H 2.80278 0.53497 -1.98573
O 2.02801 0.34197 -2.55275
H -1.68297 -2.87350 0.56805
H -0.49642 -2.51498 -0.31252
O -1.07999 -3.24610 -0.09838
H 2.69654 -2.37329 0.96743
H 2.08248 -2.01070 -0.34740
O 2.94166 -2.27050 0.04089
H -1.39715 -2.61050 2.57754
H -2.07690 -1.25690 2.52930
O -2.17486 -2.16237 2.21519
H 3.70327 -0.67076 -0.37395
H 3.72948 0.64855 0.38065
O 3.91304 0.27539 -0.50606
H 0.57756 -2.39249 2.02130
H 0.07564 -3.67168 1.33805
O 0.29942 -3.30673 2.20280
H -0.59334 0.20006 -3.90547
H 0.65778 1.05714 -3.55793
O -0.26960 1.11634 -3.85922
H -1.17569 0.99283 3.64475
H -0.46661 -0.12541 2.81714
O -1.30131 0.11928 3.27006
H -2.79599 2.28908 0.75764
H -2.94069 1.50198 2.05929
O -3.17485 2.34077 1.64720
H -1.21169 2.59754 -3.44631
H -1.98818 3.07834 -2.22665
O -1.77075 3.33743 -3.13169
H 2.25921 0.34858 2.05378
H 3.66679 0.22327 2.70762
O 3.12769 0.78983 2.14994
H -1.42949 -2.16395 -2.75084
H -0.23163 -1.37202 -2.26421
O -0.81393 -1.48018 -3.03556
*
```

Values from the calculation:
* LUMO energy: 2.39 eV
* HOMO level: -6.692 eV
* orbital gap: 9.08 eV

=====

Below is the molecule C23H22N4O4S, with properties calculated with ωB97M-V/def2-TZVPD.

Structure (ORCA input):
```
! wB97M-V def2-TZVPD RIJCOSX def2/J DEFGRID3
* xyz 0 1
C -0.38528 -4.09027 -1.70511
C 0.49258 -3.31970 -0.73186
C 0.95640 -1.98815 -1.34530
N 1.85116 -1.29434 -0.44258
C 1.86041 0.02806 -0.21286
N 3.03874 0.54742 0.17920
C 3.22272 1.83925 0.17375
C 4.46460 2.37875 0.60569
C 4.72172 3.70917 0.49629
C 3.73968 4.56867 -0.04566
C 2.54697 4.04754 -0.42563
N 2.28019 2.72087 -0.31023
C 0.94334 2.27125 -0.60455
O 0.10990 3.09793 -0.92841
C 0.73945 0.87263 -0.41876
C -0.62608 0.43815 -0.38925
C -1.12342 -0.48315 0.46283
C -0.41998 -1.08698 1.49735
N 0.14512 -1.54456 2.38918
S -2.81365 -1.04027 0.17971
O -3.24819 -1.84785 1.28292
O -2.81056 -1.63472 -1.13537
C -3.74822 0.48839 0.13508
C -4.16616 1.00796 -1.07372
C -4.84154 2.21758 -1.08716
C -5.08353 2.88502 0.10305
C -4.66002 2.34984 1.31038
C -3.98285 1.14232 1.32885
C 2.97842 -2.11796 -0.05958
C 2.45885 -3.44193 0.52864
C 3.60909 -4.37759 0.87083
O 1.62724 -4.09836 -0.40802
H 0.13564 -4.24288 -2.64678
H -0.62759 -5.05974 -1.28074
H -1.30395 -3.53538 -1.87649
H -0.07671 -3.11851 0.18792
H 0.10007 -1.37615 -1.61628
H 1.52386 -2.22531 -2.25744
H 5.18035 1.67909 1.00312
H 5.66800 4.11563 0.81765
H 3.92853 5.62359 -0.14999
H 1.72924 4.62973 -0.82683
H -1.32073 0.96665 -1.03142
H -3.96521 0.45354 -1.97741
H -5.17529 2.63874 -2.02319
H -5.60770 3.82895 0.09071
H -4.85536 2.87359 2.23370
H -3.64454 0.69268 2.24954
H 3.57251 -1.57619 0.67347
H 3.59568 -2.33551 -0.94034
H 1.87289 -3.20904 1.43293
H 3.21284 -5.30644 1.26932
H 4.18166 -4.60359 -0.02474
H 4.25856 -3.91810 1.60968
*
```

Values from the calculation:
* LUMO energy: -0.74 eV
* SMILES: C[C@@H]1CN(c2nc3ccccn3c(=O)c2/C=C(\C#N)S(=O)(=O)c2ccccc2)C[C@H](C)O1
* HOMO level: -8.433 eV
* orbital gap: 7.69 eV

=====

Below is a cluster of 2 separate species, C4H8NO3 in total, with properties calculated with ωB97M-V/def2-TZVPD.

Structure (ORCA input):
```
! wB97M-V def2-TZVPD RIJCOSX def2/J DEFGRID3
* xyz -1 1
C -1.41669 -1.86895 1.16293
C -0.23571 -2.27502 0.31030
O 0.17855 -3.42050 0.38092
N 0.32085 -1.31179 -0.44694
H 0.95114 -1.44735 -1.23232
H -0.04858 -0.37285 -0.46408
H -2.04877 -1.08559 0.73985
H -1.01141 -1.48756 2.10381
H -2.07754 -2.70460 1.37219
C 1.42863 2.35487 -0.34568
C -0.05358 2.10747 -0.83954
O -0.33516 1.16186 -1.62146
O -0.84408 2.95375 -0.35735
H 1.43999 2.16490 0.72234
H 1.55051 3.41103 -0.58985
H 2.20184 1.82033 -0.89512
*
```

Values from the calculation:
* LUMO energy: 3.76 eV
* HOMO level: -4.462 eV
* orbital gap: 8.22 eV

=====

Below is a structure of composition C3H6ClNO, with properties calculated with ωB97M-V/def2-TZVPD.

Structure (ORCA input):
```
! wB97M-V def2-TZVPD RIJCOSX def2/J DEFGRID3
* xyz 0 1
C -0.47008 -0.37417 0.74573
C 0.71026 0.57019 0.61614
C -1.23282 -0.49274 -0.53456
N 1.24173 0.97669 -0.53866
O 0.70126 -1.21134 0.85167
Cl 1.41009 1.26322 2.00673
H -1.06805 -0.19989 1.53590
H -1.15517 0.34117 -1.16155
H -2.23968 -1.02937 -0.43726
H -0.81492 -1.35478 -1.02401
H 0.72214 0.75988 -1.45162
H 2.19523 0.75114 -0.60851
*
```

Values from the calculation:
* LUMO energy: 0.85 eV
* HOMO level: -9.420 eV
* orbital gap: 10.27 eV

=====

Below is a cluster of 11 separate species, C11H44N22O11 in total, with properties calculated with ωB97M-V/def2-TZVPD.

Structure (ORCA input):
```
! wB97M-V def2-TZVPD RIJCOSX def2/J DEFGRID3
* xyz 0 1
N 8.51955 16.51420 7.81943
C 9.52119 17.46865 7.74646
N 9.76551 17.79411 6.44821
O 9.99472 18.00054 8.73897
H 8.08802 16.09595 7.01805
H 8.13799 16.19257 8.71797
H 10.40168 18.54796 6.42659
H 9.32818 17.44146 5.62882
N 11.39609 15.99855 10.97700
C 11.01326 16.71130 12.04174
N 10.52926 17.95033 11.62771
O 10.97199 16.35589 13.20212
H 11.68890 15.10856 11.19788
H 10.98422 16.10940 10.06344
H 10.29338 18.02488 10.66156
H 9.67036 18.14512 12.13532
N 13.01260 13.25444 16.67486
C 12.09548 13.65774 15.68288
N 12.51643 14.60728 14.80464
O 11.06606 13.02746 15.59136
H 12.70618 12.47549 17.22199
H 13.99847 13.55761 16.71300
H 13.25706 15.23710 15.17827
H 11.74229 15.09706 14.30232
N 11.98131 10.05832 10.66252
C 12.46170 8.76995 11.00169
N 11.68332 7.70055 10.61583
O 13.51578 8.66031 11.67862
H 11.41240 10.39993 9.82455
H 12.68952 10.73420 10.88172
H 10.75233 7.88915 10.22766
H 11.96166 6.77627 10.95171
N 13.47844 10.12180 14.41920
C 12.83891 9.23505 15.12214
N 12.99718 7.94605 14.68000
O 12.02323 9.57971 16.03946
H 13.37214 11.12215 14.55391
H 13.93365 9.82437 13.60228
H 12.36767 7.26730 15.09272
H 13.16918 7.87861 13.66848
N 10.00425 13.06372 8.30439
C 11.10998 13.71877 7.79475
N 11.51692 13.39331 6.51876
O 11.75561 14.52244 8.45675
H 9.75231 13.41734 9.18997
H 9.40263 12.52828 7.76858
H 10.94872 12.80527 5.93771
H 12.18411 14.03328 6.12498
N 7.94760 7.42185 12.63578
C 8.44042 8.20567 11.62375
N 8.61005 9.45865 11.96211
O 8.66132 7.78715 10.48908
H 7.89709 6.41068 12.43707
H 7.59962 7.90680 13.48738
H 8.93554 10.07755 11.31644
H 8.43613 9.83949 12.88563
N 8.77542 20.18262 15.02048
C 9.44206 19.08974 14.54294
N 10.80433 19.11154 14.72344
O 8.92885 18.15997 13.94358
H 9.12635 20.61142 15.90612
H 7.81250 19.98337 15.13058
H 11.26967 18.42218 14.15892
H 11.27450 20.03638 14.80293
N 11.13480 12.03136 12.57491
C 10.01282 12.56862 12.07479
N 9.22748 13.42950 12.88538
O 9.56657 12.23074 10.96642
H 11.36449 11.11148 12.23564
H 11.27730 12.16583 13.58395
H 8.64284 13.83368 12.19763
H 9.68098 14.02571 13.63195
N 7.29931 9.47854 7.44834
C 7.94021 10.57300 7.86203
N 8.51352 10.51558 9.11556
O 7.97069 11.61086 7.19186
H 7.01288 9.38685 6.45864
H 7.10702 8.76900 8.15494
H 8.39319 9.58635 9.65174
H 8.45685 11.40988 9.64184
N 9.37433 10.80564 15.76297
C 8.76422 9.60341 15.44798
N 9.30896 8.47368 15.89436
O 7.68089 9.65446 14.85180
H 10.36472 10.89086 15.91615
H 9.03311 11.54334 15.16241
H 10.22286 8.56274 16.29934
H 9.01516 7.59763 15.62578
*
```

Values from the calculation:
* LUMO energy: 0.53 eV
* SMILES: NC(N)=O.NC(N)=O.NC(N)=O.NC(N)=O.NC(N)=O.NC(N)=O.NC(N)=O.NC(N)=O.NC(N)=O.NC(N)=O.NC(N)=O
* HOMO level: -9.310 eV
* orbital gap: 9.84 eV

=====

Below is a structure of composition C26H17BCl72OP, with properties calculated with ωB97M-V/def2-TZVPD.

Structure (ORCA input):
```
! wB97M-V def2-TZVPD RIJCOSX def2/J DEFGRID3
* xyz -1 1
C 2.64901 -6.19902 2.94234
C 2.73385 -5.35135 1.68700
C 1.68646 -4.04831 1.63125
C 1.76233 -3.25064 0.18671
B 2.97102 -2.08739 0.21851
C 3.24427 -1.12983 1.55597
O 3.83699 -1.82479 -0.97009
P 0.17135 -2.23742 -0.16078
C -0.52859 -2.94554 -1.82776
C -1.17013 -2.49144 1.17327
C -0.95731 -1.54665 2.53137
H 1.87143 -7.09467 3.06069
H 3.33916 -6.00667 3.89383
H 3.47242 -5.62954 0.81965
H 1.95779 -3.39219 2.56141
H 0.61525 -4.52561 1.84677
H 3.96066 -0.24737 1.23750
H 3.66067 -1.75020 2.47488
H 2.18536 -0.63908 1.80408
H 4.09798 -2.68534 -1.42040
H -1.34030 -2.15744 -2.18768
H -1.05425 -3.99068 -1.63161
H 0.38941 -3.03036 -2.57198
H -2.19472 -2.11087 0.69305
H -1.35495 -3.61346 1.47246
H 0.18726 -1.34553 2.71729
H -1.60126 -0.54858 2.45550
H -1.40861 -2.17598 3.43366
C 5.40528 -8.68181 4.37829
Cl 6.63208 -9.25203 3.21877
Cl 6.21439 -7.95927 5.79170
Cl 4.37183 -7.45915 3.59627
Cl 4.40280 -10.05680 4.90641
C -0.59472 2.11819 4.24192
Cl -1.84690 2.13946 2.97454
Cl -1.06048 0.96499 5.51774
Cl 0.96145 1.62074 3.53106
Cl -0.43296 3.74756 4.94436
C -3.59472 4.72345 0.11298
Cl -2.03634 4.90528 0.95740
Cl -4.59581 6.16994 0.39577
Cl -3.30471 4.53438 -1.63477
Cl -4.44204 3.28420 0.73352
C -2.69581 7.72237 -4.00438
Cl -3.70300 7.78124 -2.53579
Cl -2.96187 6.17433 -4.84539
Cl -3.14012 9.06856 -5.08366
Cl -0.97825 7.86533 -3.55270
C -0.59581 -9.17138 1.17686
Cl -2.09542 -8.66831 1.99708
Cl 0.56571 -7.82034 1.18162
Cl 0.11072 -10.56496 2.03315
Cl -0.96425 -9.63192 -0.50439
C 2.40419 6.37767 5.49007
Cl 0.90458 6.88074 6.31029
Cl 3.56571 7.72872 5.49482
Cl 3.11072 4.98409 6.34636
Cl 2.03575 5.91714 3.80882
C 0.90419 4.52078 -5.40303
Cl -0.10300 4.57965 -3.93444
Cl 0.63813 2.97274 -6.24403
Cl 0.45988 5.86697 -6.48231
Cl 2.62175 4.66374 -4.95135
C -1.49581 -0.45065 -7.77446
Cl -1.92899 -1.05229 -9.39466
Cl -0.14202 0.69968 -7.91040
Cl -2.90174 0.36975 -7.05005
Cl -1.01048 -1.81975 -6.74273
C 5.40419 5.12582 1.34025
Cl 3.84666 5.22105 0.48020
Cl 6.70022 5.75772 0.29359
Cl 5.31927 6.09640 2.83197
Cl 5.75062 3.42810 1.75523
C -0.29581 -9.21254 5.87312
Cl -1.34395 -10.04931 4.70014
Cl 0.89592 -8.21662 4.99997
Cl -1.29051 -8.16782 6.91887
Cl 0.55530 -10.41640 6.87351
C 3.00419 6.18746 10.19620
Cl 4.21940 6.32061 11.49243
Cl 1.47930 6.93694 10.73237
Cl 3.59650 7.02358 8.73862
Cl 2.72156 4.46872 9.82138
C -5.69581 -10.62338 2.52994
Cl -4.13742 -10.44155 3.37435
Cl -6.69689 -9.17689 2.81273
Cl -5.40580 -10.81245 0.78219
Cl -6.54312 -12.06263 3.15047
C 4.80311 8.07099 -3.32797
Cl 3.55093 8.09226 -4.59535
Cl 4.33735 6.91779 -2.05216
Cl 6.35928 7.57354 -4.03883
Cl 4.96487 9.70037 -2.62553
C -8.69689 7.42905 1.58816
Cl -9.94907 7.45032 0.32078
Cl -9.16265 6.27586 2.86397
Cl -7.14072 6.93160 0.87730
Cl -8.53513 9.05843 2.29060
C -1.14907 2.06463 -11.95892
Cl -2.15626 2.12351 -10.49032
Cl -1.41513 0.51660 -12.79992
Cl -1.59338 3.41082 -13.03819
Cl 0.56849 2.20760 -11.50723
C 2.75093 -13.36061 -0.22688
Cl 2.59055 -14.83757 -1.21052
Cl 2.92744 -13.80614 1.48917
Cl 4.18779 -12.44873 -0.75450
Cl 1.29793 -12.35001 -0.43166
C -5.64907 3.90328 -14.47965
Cl -6.15437 5.58602 -14.18351
Cl -4.78162 3.28363 -13.05206
Cl -7.08697 2.89622 -14.78421
Cl -4.57333 3.84724 -15.89884
C -0.84907 10.06788 4.32212
Cl -1.64712 10.86302 5.70253
Cl -1.81128 8.65801 3.81132
Cl -0.71748 11.21895 2.96853
Cl 0.77960 9.53153 4.80609
*
```

Values from the calculation:
* LUMO energy: 0.96 eV
* HOMO level: -2.977 eV
* orbital gap: 3.94 eV

=====

Below is a structure of composition C29H29BiBrNO3, with properties calculated with ωB97M-V/def2-TZVPD.

Structure (ORCA input):
```
! wB97M-V def2-TZVPD RIJCOSX def2/J DEFGRID3
* xyz 0 1
C -1.40802 -1.69415 0.13038
C -2.14064 -0.63762 -0.41221
C -1.60541 -0.33028 -1.70707
H -2.96677 -0.10703 0.06052
C -0.52452 -1.17704 -1.96149
C -0.42650 -2.12818 -0.85909
H 0.09614 -1.17784 -2.86181
C -0.64885 0.40411 3.35317
C -1.94856 0.83422 2.98356
C -1.80445 1.93292 2.09454
H -2.88973 0.40514 3.31363
C -0.40656 2.11317 1.84958
C 0.30607 1.20137 2.67879
H -1.98111 0.44363 -2.38382
H -0.08559 -3.16071 -0.97639
H -1.58814 -2.18066 1.08759
H 1.38267 1.12729 2.75787
H -2.60426 2.56013 1.68277
H -0.42805 -0.37403 4.05794
Bi 1.81631 -1.62686 -0.01361
C 0.18280 2.90781 0.71221
C 1.61900 3.32692 1.00209
C -0.70901 4.10480 0.34355
H 1.63234 3.94212 1.90805
H 2.02281 3.91813 0.17306
H 2.25324 2.44783 1.15863
H -0.84052 4.77497 1.20592
H -1.71592 3.79407 0.00254
H -0.24195 4.68589 -0.46808
C 0.11619 1.94079 -0.53680
C 1.39955 1.41219 -1.01803
H -0.45377 2.39538 -1.35204
H -0.51919 1.08131 -0.25973
O 1.93294 0.47320 -0.27555
N 2.11393 1.89566 -2.05409
C 1.75222 1.87248 -3.50865
H 3.12330 1.80591 -1.90497
C 0.28155 1.90206 -3.81745
C -0.31984 0.94003 -4.64403
H 0.28265 0.11689 -5.03759
C -1.67171 1.04431 -4.98577
H -2.12071 0.29116 -5.63854
C -2.43442 2.12803 -4.52997
H -3.49042 2.21347 -4.80318
C -1.82474 3.12007 -3.75418
H -2.39441 3.98665 -3.40978
C -0.45773 3.03539 -3.45733
H 0.04206 3.85931 -2.93541
H 2.21180 0.97406 -3.96020
H 2.24450 2.75436 -3.95948
Br 2.14848 -4.58459 0.27039
C 1.70317 -4.98944 2.16577
C 2.00214 -6.29270 2.55511
C 1.54174 -6.80347 3.77399
C 0.80986 -5.96796 4.61730
C 0.56659 -4.64291 4.25762
C 1.00403 -4.12238 3.01875
C 0.55694 -2.72105 2.70608
O -0.60035 -2.44313 3.03578
O 1.39021 -1.87750 2.12401
H 2.58088 -6.94262 1.90003
H 1.74940 -7.83995 4.03646
H 0.40523 -6.34987 5.55316
H -0.01891 -3.99523 4.91551
*
```

Values from the calculation:
* LUMO energy (alpha / beta): -1.28 / -1.28 eV
* HOMO level (alpha / beta): -4.987 / -4.986 eV
* orbital gap (alpha / beta): 3.71 / 3.71 eV

=====

Number 1: strongest force on any atom 3.0 eV/A. Number 2: strongest force on any atom 0.4 eV/A. Number 3: strongest force on any atom 1.1 eV/A. Number 4: strongest force on any atom 1.7 eV/A. Number 5: strongest force on any atom 1.5 eV/A. Number 6: strongest force on any atom 5.0 eV/A. Number 7: strongest force on any atom 4.4 eV/A. Number 8: strongest force on any atom 3.4 eV/A. Number 9: strongest force on any atom 2.6 eV/A.